i.
A gas-phase ion, C7H10N (charge +1). Source: OMol25; level of theory: wB97M-V/def2-TZVPD.

Last columns: bonded neighbours and bond lengths (Å).
Atoms and positions in Å:
1 C -1.52 -0.23 1.81  C2 1.340, C3 1.500, N8 1.381
2 C -2.32 -0.42 2.88  C1 1.340
3 C -0.88 0.79 0.92  C1 1.500, C5 1.604, H9 1.021, H10 1.167
4 C 0.07 -1.40 0.73  C5 1.456, N8 1.281, H11 1.055
5 C 0.22 -0.08 0.14  C3 1.604, C4 1.456, C7 1.601, H12 1.127
6 C 1.07 1.11 -2.05  C7 1.461, H13 1.089, H14 1.052, H15 1.039
7 C 0.57 -0.11 -1.42  C5 1.601, C6 1.461, H16 1.169, H17 1.046
8 N -0.81 -1.41 1.65  C1 1.381, C4 1.281, H18 1.033
9 H -1.52 1.37 0.39  C3 1.021
10 H -0.34 1.62 1.54  C3 1.167
11 H 0.72 -2.23 0.62  C4 1.055
12 H 1.14 0.26 0.70  C5 1.127
13 H 1.52 0.79 -2.99  C6 1.089
14 H 1.76 1.60 -1.43  C6 1.052
15 H 0.42 1.89 -2.26  C6 1.039
16 H 1.26 -1.04 -1.55  C7 1.169
17 H -0.33 -0.30 -1.93  C7 1.046
18 H -1.03 -2.23 2.23  N8 1.033

- HOMO level (eV) = -14.46
- LUMO energy (eV) = -5.62
- net charge = +1

Atomic partial charges in e from the natural (NBO) method, atoms 1 to 4: atom 1 (C): -0.2233, atom 2 (C): 0.3857, atom 3 (C): -0.4189, atom 4 (C): 0.2864

ii.
A gas-phase ion, C7H10N (charge +1). Source: OMol25; level of theory: wB97M-V/def2-TZVPD.

Last columns: bonded neighbours and bond lengths (Å).
Atoms and positions in Å:
1 C 1.23 -2.00 2.34  C2 1.368, H9 1.068, H10 1.114, H11 1.023
2 C 0.67 -1.06 1.51  C1 1.368, N3 1.164
3 N 0.14 -0.34 0.76  C2 1.164, C4 1.259
4 C -0.58 0.47 0.12  N3 1.259, C5 1.583, C6 1.559, C7 1.615
5 C -2.15 0.63 -0.02  C4 1.583, C6 1.550, H12 1.092, H13 1.095
6 C -1.28 0.32 -1.26  C4 1.559, C5 1.550, C7 1.473, H14 1.110
7 C -0.22 1.34 -1.19  C4 1.615, C6 1.473, C8 1.463, H15 1.056
8 C 1.10 1.08 -1.78  C7 1.463, H16 1.048, H17 1.130, H18 1.006
9 H 0.74 -2.16 3.27  C1 1.068
10 H 1.34 -2.98 1.82  C1 1.114
11 H 2.19 -1.68 2.49  C1 1.023
12 H -2.73 1.52 0.21  C5 1.092
13 H -2.62 -0.24 0.45  C5 1.095
14 H -1.64 -0.49 -1.93  C6 1.110
15 H -0.45 2.36 -1.22  C7 1.056
16 H 1.01 0.73 -2.77  C8 1.048
17 H 1.78 0.47 -1.11  C8 1.130
18 H 1.47 2.01 -1.69  C8 1.006

- HOMO level (eV) = -13.62
- LUMO energy (eV) = -3.91
- SMILES = CC#[N+][C@]12C[C@H]1[C@@H]2C
- net charge = +1

Atomic partial charges in e from the natural (NBO) method, atoms 1 to 4: atom 1 (C): -0.7596, atom 2 (C): 0.6224, atom 3 (N): -0.2072, atom 4 (C): 0.0393

iii.
A gas-phase ion, C7H10N (charge +1). Source: OMol25; level of theory: wB97M-V/def2-TZVPD.

Last columns: bonded neighbours and bond lengths (Å).
Atoms and positions in Å:
1 C -1.12 1.19 1.28  C2 1.281, C3 1.501, N8 1.441
2 C -1.08 2.40 1.68  C1 1.281
3 C -1.73 -0.18 1.18  C1 1.501, N8 1.477, H9 1.106, H10 1.069
4 C -0.54 0.35 -1.28  C5 1.553, N8 1.549, H11 1.018, H12 1.063
5 C 0.62 -0.18 -0.41  C4 1.553, C6 1.480, C7 1.538, N8 1.525
6 C 0.75 -1.66 -0.36  C5 1.480, H13 1.152, H14 1.061, H15 1.060
7 C 1.70 0.88 -0.18  C5 1.538, H16 1.034, H17 1.154, H18 1.149
8 N -0.67 0.28 0.26  C1 1.441, C3 1.477, C4 1.549, C5 1.525
9 H -1.55 -0.85 2.04  C3 1.106
10 H -2.71 -0.33 0.77  C3 1.069
11 H -0.63 1.26 -1.73  C4 1.018
12 H -1.12 -0.46 -1.66  C4 1.063
13 H 0.84 -2.09 0.70  C6 1.152
14 H 1.57 -1.99 -0.95  C6 1.061
15 H -0.05 -2.24 -0.74  C6 1.060
16 H 1.37 1.55 0.54  C7 1.034
17 H 1.55 1.47 -1.16  C7 1.154
18 H 2.80 0.60 0.03  C7 1.149

- HOMO level (eV) = -15.28
- LUMO energy (eV) = -5.92
- net charge = +1

Atomic partial charges in e from the natural (NBO) method, atoms 1 to 4: atom 1 (C): -0.2986, atom 2 (C): 0.3849, atom 3 (C): -0.1288, atom 4 (C): -0.1560

iv.
A gas-phase ion, C7H10N (charge +1). Source: OMol25; level of theory: wB97M-V/def2-TZVPD.

Last columns: bonded neighbours and bond lengths (Å).
Atoms and positions in Å:
1 C 1.40 0.81 0.60  N2 1.359, H9 1.052, H10 1.094
2 N 1.57 -0.46 0.16  C1 1.359, C3 1.425, H11 1.027
3 C 1.07 -1.11 -1.01  N2 1.425, C4 1.488, H12 1.151, H13 1.171
4 C -0.40 -0.95 -0.80  C3 1.488, C5 1.340, C8 1.527
5 C -1.31 -1.04 0.18  C4 1.340, C6 1.574, C8 1.677
6 C -2.55 -0.18 0.62  C5 1.574, C7 1.474, H14 1.045, H15 1.056
7 C -2.19 1.03 -0.12  C6 1.474, C8 1.491, H16 1.079, H17 1.112
8 C -0.84 0.46 -0.42  C4 1.527, C5 1.677, C7 1.491, H18 1.336
9 H 1.44 1.61 -0.08  C1 1.052
10 H 1.65 0.93 1.66  C1 1.094
11 H 1.77 -1.13 0.91  N2 1.027
12 H 1.44 -2.20 -1.06  C3 1.151
13 H 1.08 -0.47 -1.99  C3 1.171
14 H -3.39 -0.77 0.39  C6 1.045
15 H -2.54 -0.13 1.68  C6 1.056
16 H -2.11 2.00 0.35  C7 1.079
17 H -2.57 0.97 -1.16  C7 1.112
18 H -0.04 0.95 0.53  C8 1.336

- HOMO level (spin up / spin down) (eV) = -12.77 / -12.77
- LUMO energy (spin up / spin down) (eV) = -4.51 / -4.51
- SMILES = C=[NH+]CC1=C2CC[C@@H]21
- net charge = +1

Atomic partial charges in e from the natural (NBO) method, atoms 1 to 4: atom 1 (C): -0.1055, atom 2 (N): -0.5001, atom 3 (C): -0.2635, atom 4 (C): -0.0068

Out of the structures above, which one is the least stable? Solution: iii.